Record 1
14
Properties=species:S:1:pos:R:3:forces:R:3:lowdin_charge:R:1 method="wB97M-V/def2-TZVPD" homo_ev=-15.30 homo_lumo_gap_ev=9.59 de_lowest_kcal_mol=15.2 molar_mass_g_mol=118.11 total_charge=+1 total_energy_ha=-448.1975 max_force_ev_per_a=5.149 smiles="CC1=[N+](F)CC=C1F"
C 0.8716 -1.4855 0.0881 2.294 -0.657 -1.121 0.09
C 1.2333 -0.1851 -0.0787 0.017 -2.544 0.852 -0.21
C 0.0526 0.6267 -0.1215 -0.604 -0.699 0.758 -0.14
C -0.5614 -1.6497 -0.0527 -1.180 0.715 4.961 -0.05
C -0.0874 2.0477 -0.0205 3.686 2.658 0.035 0.04
N -0.9206 -0.2491 -0.0613 -3.977 0.223 -0.318 0.05
F 2.4645 0.2318 0.0069 0.095 0.823 -0.226 0.17
F -2.3740 0.0118 -0.0682 3.974 -0.010 -0.060 0.08
H 1.5778 -2.3381 0.1320 -0.560 0.733 0.164 0.17
H -0.9276 -2.1104 -0.8826 -0.777 -1.414 -2.655 0.13
H -1.1068 -2.2156 0.8809 1.405 1.534 -1.996 0.24
H 0.5166 2.5043 0.9322 -0.861 -1.375 -2.463 0.19
H -1.0583 2.2408 0.2565 -2.440 0.954 -0.157 0.06
H 0.3197 2.5706 -1.0113 -1.073 -0.940 2.225 0.18

=====

Record 2
86
Properties=species:S:1:pos:R:3:forces:R:3:lowdin_charge:R:1 method="wB97M-V/def2-TZVPD" homo_ev=-11.53 homo_lumo_gap_ev=8.63 molar_mass_g_mol=604.53 total_charge=+1 total_energy_ha=-2848.2757 max_force_ev_per_a=7.810
C 1.3468 0.4342 -5.6317 0.058 0.614 0.523 -0.09
C 2.1537 1.7526 -5.7642 0.414 -0.701 0.066 -0.23
C 2.1732 2.6193 -4.4876 -0.586 0.114 -0.486 -0.21
C 1.1396 3.7538 -4.6090 0.494 -0.385 0.190 -0.19
C 1.0229 4.6695 -3.3969 0.094 0.418 -1.083 -0.12
N 0.4757 4.0328 -2.1353 0.800 -0.566 -0.017 -0.05
C 1.5271 3.2771 -1.3223 -0.582 -0.262 0.017 -0.16
O 1.4322 3.7479 -0.0159 0.749 0.301 -0.358 -0.01
C 2.7402 3.6684 0.5793 0.813 -0.744 0.773 -0.43
C 3.6329 4.8760 0.4000 -0.584 -0.703 -0.132 0.05
O 3.0504 2.6641 1.1423 -0.416 0.980 -0.757 0.17
P -0.9745 3.0335 -2.3802 -3.449 0.046 0.573 0.43
O -2.0311 3.8097 -2.9898 0.476 0.773 -0.765 -0.18
O -0.6000 1.6845 -3.0864 0.995 0.222 0.379 -0.07
O -1.4393 2.6541 -0.9082 1.577 -0.350 -0.395 -0.05
H 1.1800 0.2415 -4.5684 -0.116 -0.190 -0.097 0.05
H 1.8939 -0.4235 -6.0153 -0.119 0.061 -0.230 0.07
H 0.3764 0.5186 -6.1211 0.025 -0.206 -0.019 0.07
H 1.7762 2.3061 -6.6262 0.174 0.185 0.089 0.11
H 3.1876 1.4787 -5.9824 -0.047 0.108 -0.141 0.11
H 3.1615 3.0630 -4.3357 -0.020 -0.063 0.049 0.12
H 1.9486 1.9524 -3.6495 0.118 0.149 0.081 0.08
H 1.4787 4.3900 -5.4311 -0.119 0.117 0.089 0.14
H 0.1755 3.3553 -4.9327 -0.068 0.123 0.165 0.11
H 0.3973 5.5180 -3.6746 -0.313 -0.155 0.385 0.14
H 2.0039 5.0862 -3.1577 -0.046 -0.155 0.272 0.14
H 0.1768 4.8038 -1.5246 -0.172 -0.152 0.071 0.18
H 2.4998 3.4381 -1.7877 -0.039 0.061 0.000 0.14
H 1.2665 2.2153 -1.3774 0.238 -0.001 -0.018 0.14
H 3.1330 5.7401 0.8343 0.215 0.158 -0.118 0.10
H 4.5807 4.6371 0.8715 -0.058 0.207 0.191 0.10
H 3.8291 5.0144 -0.6665 -0.164 0.284 0.045 0.09
H -1.3254 1.3968 -3.6654 0.050 -0.072 -0.125 0.14
H -1.0553 1.7967 -0.6626 -0.274 -0.015 0.505 0.11
O 0.6549 -1.8039 5.5509 -3.140 0.097 -1.985 -0.23
P 0.4524 -0.3274 5.6549 6.347 1.930 4.121 0.60
O 1.9624 0.1698 5.1799 -0.545 0.043 -0.627 -0.21
C 2.5260 -0.2793 3.9565 0.198 -0.202 -0.046 -0.28
C 2.0428 0.5209 2.7584 -0.285 -0.256 0.239 -0.09
O 0.5623 -0.0871 7.2548 -0.936 0.139 -0.454 -0.20
C 0.3990 -1.1670 8.1796 0.190 -0.336 0.204 -0.28
C 1.7313 -1.8078 8.5144 0.206 0.129 0.058 -0.07
O -0.0820 1.2499 5.5239 -2.232 -2.091 -1.055 -0.18
C -0.8258 1.7497 4.4210 0.114 0.663 -0.252 -0.30
C -1.8169 0.7779 3.8457 -0.128 -0.402 -0.009 -0.09
H 2.3239 -1.3430 3.8064 0.003 -0.012 0.091 0.11
H 3.6058 -0.1597 4.0556 -0.012 0.011 0.082 0.12
H 0.9846 0.3162 2.5577 -0.002 -0.023 -0.003 0.06
H 2.6074 0.2548 1.8653 0.033 -0.007 0.032 0.07
H 2.1524 1.5851 2.9370 0.047 0.003 0.074 0.06
H -0.3096 -1.9004 7.7968 0.088 -0.009 -0.142 0.10
H -0.0410 -0.7444 9.0837 -0.004 0.173 -0.101 0.12
H 2.3166 -2.0185 7.6201 -0.171 -0.097 -0.090 0.07
H 1.5835 -2.7389 9.0631 -0.020 0.020 0.011 0.08
H 2.3295 -1.1360 9.1320 -0.030 -0.012 0.026 0.08
H -0.1279 2.1040 3.6553 0.028 -0.113 -0.029 0.10
H -1.3650 2.6299 4.7768 0.113 -0.024 0.168 0.12
H -1.3296 -0.1433 3.5020 0.020 0.062 -0.053 0.06
H -2.3322 1.2264 2.9952 -0.030 -0.030 0.008 0.08
H -2.5611 0.4941 4.5915 -0.020 0.032 -0.017 0.09
O -4.0933 -3.9903 -1.6067 0.886 -2.950 0.651 -0.22
P -2.6496 -3.8779 -1.9337 0.633 6.203 -1.899 0.55
O -2.0822 -2.7333 -0.8972 0.017 -0.856 -0.061 -0.21
C -2.3047 -2.8520 0.5043 0.045 0.071 0.453 -0.29
C -1.2842 -3.7574 1.1697 -0.075 -0.143 -0.098 -0.07
O -2.6823 -3.0002 -3.3072 0.312 -0.541 -0.035 -0.22
C -3.9029 -2.7838 -4.0150 -0.253 0.224 0.100 -0.29
C -4.5644 -1.5039 -3.5434 0.047 0.232 -0.043 -0.07
O -1.1732 -4.4341 -2.3830 -1.849 -1.991 0.912 -0.18
C -0.6261 -5.6475 -1.8467 0.552 -0.414 0.189 -0.27
C -1.6576 -6.7266 -1.6002 -0.214 0.155 -0.052 -0.08
H -3.3162 -3.2082 0.7131 -0.034 0.039 -0.147 0.11
H -2.2195 -1.8451 0.9187 -0.030 0.042 -0.132 0.11
H -1.4506 -4.7933 0.8624 0.062 -0.027 0.059 0.06
H -1.3769 -3.7166 2.2559 -0.035 0.008 -0.014 0.08
H -0.2651 -3.4783 0.8991 -0.025 0.052 -0.013 0.08
H -4.5725 -3.6368 -3.9178 0.024 0.005 0.184 0.11
H -3.6493 -2.7025 -5.0732 0.170 -0.019 0.053 0.12
H -4.6046 -1.4415 -2.4565 -0.074 -0.230 0.015 0.07
H -5.5794 -1.4191 -3.9331 0.024 0.023 -0.034 0.08
H -3.9886 -0.6408 -3.8894 -0.057 0.014 -0.045 0.06
H -0.0668 -5.4215 -0.9351 -0.119 0.095 0.034 0.10
H 0.1032 -6.0070 -2.5736 -0.055 0.176 -0.095 0.12
H -2.4295 -6.3925 -0.8962 0.073 -0.058 0.025 0.07
H -1.1848 -7.6156 -1.1843 0.008 0.014 0.009 0.09
H -2.1573 -7.0023 -2.5303 0.018 -0.015 0.010 0.09

=====

Record 3
20
Properties=species:S:1:pos:R:3:forces:R:3:lowdin_charge:R:1 method="wB97M-V/def2-TZVPD" homo_ev=-18.05 homo_lumo_gap_ev=9.59 de_lowest_kcal_mol=20.4 molar_mass_g_mol=116.16 total_charge=+2 total_energy_ha=-381.7751 max_force_ev_per_a=2.678 smiles="C=[NH+]CC[C@@H]([NH3+])C=O"
O -1.9981 -1.5607 -0.9145 0.001 0.876 -0.159 0.14
C -1.3657 -1.8807 0.0361 0.628 -1.432 0.445 -0.18
C -0.5417 -0.8346 0.9253 -1.139 -1.676 -0.170 -0.23
C -0.1257 0.3566 0.1298 0.807 1.777 1.610 -0.15
C 0.9386 0.0350 -0.9278 -1.247 0.466 -0.061 -0.10
C 2.2523 1.8833 -1.6842 0.551 -0.200 2.372 0.22
N 1.0869 1.3410 -1.6420 2.640 -0.452 -0.037 0.06
N -1.5209 -0.5246 2.0426 -1.572 -0.945 -0.089 0.24
H -1.3366 -2.9783 0.3221 0.181 0.919 0.194 0.16
H 0.2705 -1.3672 1.4412 0.043 0.318 -0.451 0.17
H -0.9774 1.0105 -0.2026 0.584 -1.088 -0.198 0.16
H 0.4331 1.0372 0.8507 -0.650 -0.589 -0.622 0.16
H 0.6565 -0.7087 -1.6745 -0.302 0.114 -0.013 0.15
H 1.8785 -0.3415 -0.4724 -0.379 0.785 -0.371 0.16
H 2.5713 2.7772 -2.2128 -0.634 -0.014 -0.324 0.14
H 2.9719 1.5037 -0.8814 -0.608 0.176 -1.754 0.16
H 0.2957 1.7640 -2.1069 -0.271 -0.195 -0.547 0.19
H -1.5206 -1.2902 2.7323 0.443 0.364 0.192 0.19
H -2.5061 -0.5889 1.7181 0.398 0.419 -0.259 0.19
H -1.4623 0.3671 2.5208 0.526 0.377 0.240 0.18

=====

Record 4
16
Properties=species:S:1:pos:R:3:forces:R:3:lowdin_charge:R:1 method="wB97M-V/def2-TZVPD" homo_ev=-14.43 homo_lumo_gap_ev=11.67 de_lowest_kcal_mol=30.4 molar_mass_g_mol=88.13 total_charge=+1 total_energy_ha=-284.3275 max_force_ev_per_a=1.193
C 2.9709 -0.3866 -0.1177 -0.902 0.026 0.228 -0.28
C -1.4490 1.0154 -0.2271 -0.281 0.528 0.056 -0.02
C -1.3498 -1.4130 0.2020 -0.193 -0.510 0.254 -0.02
N 4.2125 -0.2273 0.1978 1.182 0.085 0.135 0.16
N -0.7238 -0.2456 -0.4418 -0.021 -0.093 -0.445 -0.11
N 1.8379 -0.4626 -0.3121 0.621 -0.053 -0.089 0.18
H -2.4566 0.9387 -0.6358 0.070 -0.065 0.033 0.11
H -1.5180 1.2365 0.8343 0.078 -0.102 0.049 0.10
H -0.9299 1.8300 -0.7274 0.059 -0.064 0.002 0.10
H -1.4439 -1.2409 1.2713 0.052 0.104 -0.011 0.10
H -2.3385 -1.5974 -0.2155 0.037 0.112 -0.021 0.10
H -0.7301 -2.2935 0.0402 0.037 0.090 -0.028 0.10
H 4.4652 0.4932 0.8562 0.024 -0.025 -0.046 0.13
H 4.9128 -0.8979 -0.0719 0.000 -0.017 -0.039 0.13
H -0.7023 -0.4212 -1.4517 0.078 0.017 0.190 0.17
H 0.3271 -0.2105 -0.1915 -0.840 -0.034 -0.269 0.04